Computed, not measured: CH3I2NS2 as an isolated structure in a non-equilibrium geometry, with ωB97M-V with the def2-TZVPD basis set.

Cartesian coordinates (Å):
C 1.424 -0.017 0.109
N 0.092 0.151 0.569
S -1.344 2.355 -0.946
S -0.981 -0.803 1.020
I -3.228 1.071 -0.355
I -1.381 -2.730 -0.518
H 1.943 -0.933 0.545
H 1.577 -0.007 -0.939
H 1.899 0.913 0.516

HOMO level (spin up / spin down): -8.238 / -8.239 eV
HOMO-LUMO gap (spin up / spin down): 5.64 / 5.64 eV

Charges per atom according to natural (NBO) partitioning, unit e: number 1, C, carries -0.45; number 2, N, carries -0.64; number 3, S, carries -0.39; number 4, S, carries 0.75; number 5, I, carries 0.19; number 6, I, carries -0.14; number 7, H, carries 0.21; number 8, H, carries 0.23; number 9, H, carries 0.23